[1]
This record from OMol25 describes an isolated molecule of H2. The level of theory is ωB97M-V with the def2-TZVPD basis set.

The geometry in XYZ format:
```
2
Properties=species:S:1:pos:R:3
H 0.00 0.00 0.38
H 0.00 0.00 -0.38
```

## Properties
- relative energy (zero: lowest compared OMol25 entry of this formula, charge and spin) (eV) = 0.0044
- net charge = 0
- HOMO level (hartree) = -0.5288
- structure (SMILES) = [H][H]
- molar mass (g mol⁻¹) = 2.0

***

[2]
This record from OMol25 describes an isolated molecule of C5H8O. The level of theory is ωB97M-V with the def2-TZVPD basis set.

The geometry in XYZ format:
```
14
Properties=species:S:1:pos:R:3
C -0.05 -1.21 -1.26
C -0.53 -1.04 0.21
C 0.45 -1.02 1.23
C 0.63 1.68 0.55
O 0.63 1.05 -0.71
C -0.38 0.14 -0.85
H 1.01 -1.43 -1.35
H -0.72 -1.75 -1.92
H -1.58 -1.30 0.36
H 0.85 0.90 1.30
H -0.08 -1.19 2.19
H 1.44 2.42 0.55
H -0.33 2.17 0.78
H -1.36 0.56 -1.08
```

## Properties
- relative energy (zero: lowest compared OMol25 entry of this formula, charge and spin) (eV) = 5.1610
- net charge = 0
- HOMO level (hartree) = -0.3012
- molar mass (g mol⁻¹) = 84.1

***

no.,Kohn-Sham gap (eV),maximum force (Eh/bohr),E (eV)
1,16.943,0.011,-31.58463
2,8.391,0.010,-7357.09429